i:
{
  "formula": "H2O2PS",
  "method": "ωB97M-V/def2-TZVPD",
  "symbols": ["S", "H", "P", "O", "O", "H"],
  "coordinates": [[0.834, 0.571, 0.349], [-1.135, -1.169, -0.814], [-1.253, -0.178, 0.164], [1.537, -0.176, -0.815], [0.831, 2.057, 0.167], [-0.813, -1.106, 0.948]],
  "lumo_energy_ev": 4.31,
  "mol_weight_g_mol": 97.1,
  "homo_lumo_gap_ha": 0.2671,
  "smiles": "O=S([O-])#[PH2]",
  "spin_multiplicity": 1,
  "charge": -1
}


ii:
{
  "formula": "H2O2PS",
  "method": "ωB97M-V/def2-TZVPD",
  "symbols": ["H", "O", "H", "O", "S", "P"],
  "coordinates": [[0.058, 1.149, -0.061], [0.819, -0.765, 0.899], [0.970, -0.529, -1.308], [-1.513, 0.514, -0.192], [-1.487, -0.598, 0.861], [1.153, 0.229, -0.198]],
  "lumo_energy_ev": 3.95,
  "mol_weight_g_mol": 97.1,
  "homo_lumo_gap_ha": 0.2442,
  "spin_multiplicity": 1,
  "charge": -1
}


Most stable of them? i.


i:
{
  "formula": "C37H50Ge2N5O2Sr",
  "method": "ωB97M-V/def2-TZVPD",
  "symbols": ["C", "H", "C", "O", "H", "C", "H", "H", "Sr", "H", "C", "C", "H", "H", "H", "H", "Ge", "C", "C", "C", "H", "C", "H", "H", "H", "H", "H", "C", "C", "H", "C", "H", "C", "H", "H", "C", "C", "C", "H", "C", "H", "N", "N", "H", "C", "H", "C", "H", "C", "H", "Ge", "C", "C", "H", "H", "C", "H", "C", "H", "C", "C", "H", "C", "H", "C", "H", "C", "C", "H", "H", "H", "C", "H", "H", "H", "C", "C", "H", "H", "H", "O", "H", "H", "N", "H", "N", "C", "C", "C", "H", "H", "C", "N", "H", "H", "H", "H"],
  "coordinates": [[3.838, -3.502, -2.008], [-2.874, -2.338, 1.985], [3.562, 0.284, -0.186], [-0.429, 0.338, -1.778], [-1.256, 1.628, 2.833], [-3.290, 2.786, 1.422], [-3.821, -2.878, -3.583], [-0.305, -2.703, 3.065], [-0.494, 0.329, 0.330], [-2.608, -4.082, 2.107], [0.304, 0.269, 4.196], [-0.670, -4.871, -0.226], [2.144, 1.001, -3.297], [-5.054, -3.394, 2.149], [-4.076, -0.820, 0.664], [0.495, -0.956, -4.546], [-1.747, -3.138, -0.149], [2.466, -2.845, -2.121], [2.468, 2.075, 0.699], [-0.295, 2.136, 2.648], [-4.664, -4.577, 0.905], [-4.918, 1.065, 1.314], [2.546, -1.823, -2.484], [0.035, 1.018, 6.194], [3.643, 3.749, 1.351], [5.694, 0.406, -0.368], [3.744, -4.544, -1.716], [-0.666, -2.102, 5.124], [-2.724, -6.220, -0.444], [-5.930, 0.709, 1.402], [4.793, 0.894, -0.034], [-0.895, 2.146, -0.511], [-3.574, -3.324, -2.622], [0.948, 3.120, -0.193], [-4.466, -7.446, -0.637], [-1.399, -8.541, 0.239], [-4.588, 2.383, 1.613], [-1.069, 2.435, 0.503], [-5.329, 3.080, 1.973], [-2.353, 1.885, 0.916], [-1.156, 3.533, 0.509], [0.210, -0.761, 3.364], [0.048, 2.018, 1.282], [1.316, -5.529, -0.507], [-3.017, -3.290, 1.476], [1.693, 1.416, 3.055], [3.109, -4.168, 1.702], [3.793, -4.085, 2.544], [-4.498, -3.552, 1.226], [1.278, 3.704, 1.437], [1.416, -2.843, -0.365], [2.644, -2.783, 1.266], [-0.705, -7.345, 0.194], [4.464, -2.989, -1.283], [3.625, -4.676, 0.890], [0.763, 1.570, 3.607], [3.438, -0.681, -0.657], [-2.414, -2.563, -1.995], [-0.493, 3.200, 2.901], [3.661, 2.759, 0.919], [0.647, -4.686, -0.362], [-1.519, -2.640, -2.619], [-1.359, -6.161, -0.158], [-3.218, -5.290, -0.715], [1.161, 2.787, 0.835], [2.083, -2.288, 2.056], [-0.262, -1.917, 3.813], [0.208, 1.234, -2.433], [0.954, 2.289, 4.403], [4.333, -3.462, -2.975], [-2.968, 3.796, 1.630], [-0.555, -1.035, 6.006], [-0.851, -1.136, 7.039], [-4.896, -2.882, 0.468], [0.497, -1.070, -2.908], [1.116, 0.719, -3.561], [-0.067, 0.170, 5.535], [-3.286, -9.519, -0.034], [1.851, -3.394, -2.837], [3.498, -2.158, 1.021], [0.165, 2.440, -2.212], [-1.056, -3.053, 5.446], [2.257, -4.769, 2.006], [-2.660, 0.627, 0.701], [-3.309, -4.365, -2.792], [1.029, -0.726, -3.716], [-2.749, -8.584, -0.066], [-3.914, 0.224, 0.890], [-3.413, -7.416, -0.406], [-0.886, -9.449, 0.516], [-4.459, -3.282, -1.991], [4.846, 2.152, 0.554], [2.425, 0.850, 0.194], [0.860, 1.256, -4.476], [0.343, -7.326, 0.444], [-2.625, -1.496, -1.868], [5.786, 2.660, 0.703]],
  "lumo_energy_ev": -3.02,
  "mol_weight_g_mol": 829.7,
  "homo_lumo_gap_ha": 0.2455,
  "spin_multiplicity": 1,
  "charge": 1
}


ii:
{
  "formula": "C37H50Ge2N5O2Sr",
  "method": "ωB97M-V/def2-TZVPD",
  "symbols": ["H", "C", "N", "C", "H", "H", "H", "C", "H", "H", "C", "H", "H", "H", "C", "C", "H", "H", "H", "C", "H", "H", "H", "C", "H", "C", "C", "H", "H", "H", "H", "H", "H", "H", "C", "H", "N", "C", "C", "H", "C", "H", "C", "Sr", "H", "H", "C", "C", "H", "H", "C", "H", "H", "Ge", "C", "C", "H", "C", "H", "H", "C", "O", "C", "C", "C", "H", "C", "H", "Ge", "C", "C", "N", "C", "H", "H", "H", "N", "C", "C", "H", "H", "H", "H", "H", "N", "H", "H", "C", "H", "H", "C", "H", "C", "C", "C", "C", "O"],
  "coordinates": [[-3.035, -1.845, -1.235], [-3.059, 0.941, 0.423], [-1.008, -1.920, -1.724], [3.894, 1.075, 1.151], [-0.286, -3.106, -3.351], [4.475, -5.082, 0.736], [-5.213, 1.965, -1.963], [-4.217, 1.486, -0.131], [0.510, -1.551, 4.733], [4.540, 0.037, -2.570], [-4.335, 1.528, -1.506], [0.962, -2.104, -2.574], [-3.418, -4.821, -0.269], [-0.497, 0.517, 3.658], [6.020, 1.873, 5.731], [3.390, 1.424, 2.344], [2.122, -1.006, 4.274], [2.852, 1.004, 5.006], [-2.570, -3.324, -2.056], [4.301, 1.605, 3.520], [6.458, -1.201, -1.501], [0.372, -0.482, 2.514], [-0.289, -0.142, -2.826], [-1.622, -4.282, 2.530], [1.425, 4.228, 2.973], [-2.246, -2.597, -1.303], [3.694, -3.145, 1.234], [4.973, 0.919, 1.168], [5.518, 2.867, -0.744], [6.682, 1.981, 6.579], [0.918, -4.715, -2.233], [-4.991, 1.875, 0.514], [-0.078, 3.513, 3.510], [2.687, -1.274, 1.447], [-0.336, 2.818, 0.797], [2.483, 3.795, 5.185], [-1.234, -2.553, 0.918], [-3.346, 0.951, -2.308], [1.008, 3.441, 3.609], [-0.727, 4.319, -0.710], [-2.745, -4.342, 0.430], [4.334, 1.243, 6.901], [3.867, 1.339, 4.813], [0.146, -0.330, -0.647], [3.060, 3.355, -0.907], [-0.307, -2.605, 2.746], [-1.009, -3.112, 2.098], [2.677, -4.612, -0.345], [2.654, -5.544, -0.894], [4.464, -2.877, 1.944], [6.471, 2.158, 4.447], [0.969, 3.812, -0.524], [3.971, -1.367, -1.712], [1.499, 1.737, 2.744], [4.710, 1.465, 5.911], [0.096, -2.768, -2.382], [-3.468, 0.920, -3.382], [-2.066, -3.188, 0.081], [2.999, 2.600, -2.486], [-1.779, -0.826, -3.494], [-2.262, 0.385, -1.686], [0.622, 1.951, 1.082], [3.508, 2.562, -1.517], [0.571, -3.945, -1.541], [4.423, -0.381, -1.564], [6.306, 0.378, -0.755], [0.505, 0.167, 3.392], [-3.035, -5.805, 1.980], [3.060, 0.798, -0.646], [-1.280, -0.611, -2.550], [1.692, -3.659, -0.555], [-2.114, 0.427, -0.336], [5.786, -0.570, -0.913], [-1.119, 2.516, -2.007], [1.178, -0.116, 5.457], [5.178, 3.838, -2.163], [1.697, -2.485, 0.091], [4.992, 2.865, -1.702], [-2.525, -4.899, 1.684], [5.705, -1.036, 0.074], [5.483, 2.119, -2.329], [0.456, 2.705, -2.376], [1.077, 2.892, 5.726], [-2.903, 0.909, 1.493], [-0.180, 2.456, -1.626], [5.990, 2.291, 2.377], [7.488, 2.493, 4.295], [-0.064, 3.467, -0.552], [-1.387, -4.686, 3.504], [0.947, 4.613, 5.424], [1.407, 3.694, 5.061], [-0.270, -4.390, -1.004], [2.677, -2.241, 0.954], [1.112, -0.668, 4.518], [3.693, -4.355, 0.564], [5.625, 2.030, 3.361], [-1.323, 3.012, 1.463]],
  "lumo_energy_ev": -2.65,
  "mol_weight_g_mol": 829.7,
  "homo_lumo_gap_ha": 0.2099,
  "spin_multiplicity": 1,
  "charge": 1
}


Most stable of them? ii.


i:
{
  "formula": "C5H8N2O3",
  "method": "ωB97M-V/def2-TZVPD",
  "symbols": ["N", "H", "C", "O", "H", "C", "C", "N", "H", "H", "O", "H", "H", "H", "C", "H", "C", "O"],
  "coordinates": [[0.604, -1.003, 2.190], [0.408, -0.020, 2.610], [-1.703, -0.681, 0.976], [-1.411, 0.721, 0.971], [0.895, -2.150, -3.070], [1.908, -1.549, 1.867], [0.373, -1.449, -0.248], [1.058, -1.896, -1.231], [-0.845, 0.940, 0.218], [1.481, 0.215, 0.604], [-2.558, -1.074, 1.730], [-1.433, -2.576, 0.074], [2.793, -1.062, 2.280], [-1.591, -1.240, -1.073], [-1.122, -1.545, -0.129], [1.965, -2.638, 1.802], [1.140, -0.795, 0.843], [0.301, -2.248, -2.320]],
  "lumo_energy_ev": 0.53,
  "mol_weight_g_mol": 144.1,
  "homo_lumo_gap_ha": 0.3804,
  "smiles": "O=C(O)C/C(=N\\O)[C@@H]1CN1",
  "spin_multiplicity": 1
}


ii:
{
  "formula": "C5H8N2O3",
  "method": "ωB97M-V/def2-TZVPD",
  "symbols": ["O", "N", "H", "H", "O", "H", "C", "C", "H", "H", "H", "H", "C", "C", "N", "C", "H", "O"],
  "coordinates": [[1.884, 1.972, 1.415], [0.063, 3.151, -2.030], [5.021, 1.895, -0.390], [1.957, 3.066, -2.959], [-1.975, 1.187, -1.883], [-1.412, 0.734, -1.240], [-0.698, 2.925, -0.667], [2.110, 2.326, -0.955], [-0.672, 1.292, 0.721], [1.156, 1.507, -2.666], [-1.289, 3.791, -0.368], [-1.269, 1.681, -2.643], [-0.099, 2.081, 0.234], [1.345, 2.509, -2.239], [3.380, 2.415, -1.071], [1.343, 1.994, 0.311], [-0.106, 4.025, -2.510], [4.105, 1.699, -0.168]],
  "lumo_energy_ev": [-0.15, -0.16],
  "mol_weight_g_mol": 144.1,
  "homo_lumo_gap_ha": [0.3168, 0.3168],
  "smiles": "O=C1C=CNC/C1=N/O.O",
  "spin_multiplicity": 1
}


iii:
{
  "formula": "C5H8N2O3",
  "method": "ωB97M-V/def2-TZVPD",
  "symbols": ["C", "O", "H", "N", "O", "H", "H", "H", "C", "O", "H", "H", "C", "H", "N", "C", "C", "H"],
  "coordinates": [[0.146, -0.857, 4.875], [0.818, -2.079, 4.745], [-1.603, -2.071, 4.554], [-2.255, -0.113, 4.757], [0.429, -1.434, 0.070], [1.300, 0.458, 3.545], [0.605, -0.486, 0.032], [-0.620, -1.606, -0.033], [-1.899, 0.749, 3.905], [-0.639, 1.095, 3.607], [1.484, -2.128, 4.036], [-1.487, -1.412, 6.181], [-1.326, -1.169, 5.122], [0.525, -0.279, 5.735], [-3.576, 1.136, 1.908], [-2.812, 1.090, 2.798], [0.303, 0.015, 3.633], [0.108, -0.629, 2.764]],
  "lumo_energy_ev": -0.02,
  "mol_weight_g_mol": 144.1,
  "homo_lumo_gap_ha": 0.3708,
  "smiles": "N#CC1=NC[C@@H](O)CO1.O",
  "spin_multiplicity": 1
}


Most stable of them? iii.


i:
{
  "formula": "CH6N4S",
  "method": "ωB97M-V/def2-TZVPD",
  "symbols": ["N", "H", "N", "C", "H", "N", "H", "S", "H", "H", "H", "N"],
  "coordinates": [[0.590, 0.508, -0.629], [-0.807, 1.285, -1.982], [-1.620, 0.085, 0.257], [-0.389, -0.211, 0.198], [-0.434, 2.171, -0.666], [0.186, -1.480, 0.591], [-2.010, -0.652, 0.819], [1.728, -1.559, 1.024], [-0.298, -1.597, 1.519], [1.858, 0.068, 1.454], [1.196, -0.163, -1.072], [0.000, 1.545, -1.513]],
  "lumo_energy_ev": 0.18,
  "mol_weight_g_mol": 106.2,
  "homo_lumo_gap_ha": 0.3467,
  "smiles": "[H]/N=C(/NN)NS",
  "spin_multiplicity": 1
}


ii:
{
  "formula": "CH6N4S",
  "method": "ωB97M-V/def2-TZVPD",
  "symbols": ["S", "N", "H", "C", "N", "N", "H", "H", "H", "H", "H", "N"],
  "coordinates": [[2.703, 0.348, -0.152], [-1.063, -0.473, 0.476], [-1.134, -1.439, 0.305], [0.148, 0.185, 0.314], [1.308, -1.836, 0.434], [1.386, -0.514, 0.262], [-1.951, 0.200, 0.469], [1.150, 1.789, 0.832], [-0.569, 2.049, 0.443], [2.237, -2.150, 0.226], [0.302, -0.110, -2.121], [0.162, 1.415, 0.747]],
  "lumo_energy_ev": [-0.56, -0.80],
  "mol_weight_g_mol": 106.2,
  "homo_lumo_gap_ha": [0.2664, 0.2254],
  "spin_multiplicity": 1
}


Most stable of them? i.